ORCA calculation (ωB97M-V/def2-TZVPD) on the molecule C4H5N.

ORCA input file:
```
! wB97M-V def2-TZVPD RIJCOSX def2/J DEFGRID3
* xyz 0 1
C -0.48472 -2.23085 -0.54802
C -0.52386 -1.09270 -0.14768
C -0.22301 0.17384 0.49769
C 0.66085 1.11616 -0.28900
N -0.62140 1.54635 0.21886
H -0.44075 -3.22556 -0.93622
H -0.15641 0.04642 1.58224
H 0.75373 1.00269 -1.37798
H 1.57305 1.48733 0.16835
H -1.34033 1.71375 -0.47053
*
```

The value obtained for the energy relative to the best compared isomer or geometry (same formula, charge and spin) is 74.4 kcal per mole. The calculation puts the electronic energy at -5715.620 eV. The SMILES is C#C[C@H]1CN1. The calculation puts the HOMO energy at -9.291 eV. The HOMO-LUMO gap is 0.3824 Ha.

ORCA calculation (ωB97M-V/def2-TZVPD) on a cluster of 2 separate species, C2H4N2O2S in total at a distorted geometry.

ORCA input file:
```
! wB97M-V def2-TZVPD RIJCOSX def2/J DEFGRID3
* xyz 0 1
C -1.51359 -0.95629 0.41445
C 1.76046 -0.32245 -0.06543
N -1.44544 -2.09887 0.39837
N 1.26048 0.63509 0.54510
O -0.95257 0.92058 -1.24673
O -3.20235 0.87019 -0.03610
S -1.79114 0.79956 0.19744
H 0.04780 0.78271 -1.04504
H 2.79065 -0.65419 0.29456
H 1.24482 -0.95568 -0.69048
H 1.80088 0.97937 1.23386
*
```

The value obtained for the energy relative to the best compared isomer or geometry (same formula, charge and spin) is 80.7 kcal per mole. The calculation puts the electronic energy at -20045.982 eV. The calculation puts the HOMO energy at -10.351 eV. The HOMO-LUMO gap is 0.3960 Ha.

ORCA calculation (ωB97M-V/def2-TZVPD) on a cluster of 6 separate species, C33H29F41N2O7 in total at a distorted geometry.

ORCA input file:
```
! wB97M-V def2-TZVPD RIJCOSX def2/J DEFGRID3
* xyz 0 1
C 2.62231 4.29132 -1.79561
C 2.36344 2.82264 -1.67953
O 3.26398 2.04390 -1.56431
O 1.08653 2.37177 -1.74670
C 0.14525 3.23815 -1.12223
C -1.20771 2.55355 -1.09055
C -2.28138 3.60276 -0.90788
F -1.80654 4.51119 0.02739
C -3.51039 3.06124 -0.34007
N -4.47765 2.53547 0.04480
C -2.61664 4.42294 -2.17293
C -2.02742 3.92153 -3.40308
N -1.66815 3.50109 -4.43863
H 1.88725 4.80426 -2.40223
H 2.56592 4.71882 -0.79888
H 3.61802 4.46051 -2.16278
H 0.46152 3.49890 -0.12319
H 0.05276 4.15128 -1.70474
H -1.36864 1.93201 -1.95739
H -1.25680 1.89808 -0.22919
H -2.29078 5.44634 -2.03998
H -3.68675 4.44943 -2.31528
C 1.64229 -0.93996 -0.66054
C 1.34736 -0.65935 0.82326
C 2.52213 -0.67870 1.80117
F 3.12697 -1.88185 1.84906
F 2.07704 -0.40816 3.05233
F 0.36994 -1.48682 1.25190
F 0.83663 0.60834 0.88288
O 1.40181 -2.26138 -1.14825
C 2.33729 -3.26567 -1.04805
C 1.85853 -4.42085 -0.16084
F 1.55919 -3.99663 1.08110
F 2.84817 -5.33900 -0.05819
F 3.53748 -2.79564 -0.66275
F 2.49902 -3.77298 -2.29229
H 0.92800 -0.33124 -1.21260
H 2.62011 -0.56473 -0.96058
H 3.26406 0.07984 1.53678
H 0.97258 -4.88851 -0.59457
C -0.02202 0.18307 6.23390
C -1.48530 -0.07280 5.82498
C -2.19457 0.98712 4.97698
F -2.28510 2.17264 5.60740
F -3.45570 0.56796 4.71727
F -2.21515 -0.35632 6.92478
F -1.47040 -1.20230 5.06187
O 0.24347 0.68967 7.53816
C 0.22149 2.03784 7.82383
C -0.87728 2.39692 8.82947
F -2.09123 2.03494 8.37769
F -0.88287 3.73665 9.01879
F 0.15064 2.78454 6.70591
F 1.40049 2.33144 8.41374
H 0.43622 -0.80434 6.25182
H 0.52136 0.73863 5.46983
H -1.67452 1.12559 4.02458
H -0.69350 1.89672 9.78244
C 4.25896 -4.46661 4.33748
C 4.75788 -3.06789 4.75229
C 5.88311 -2.44002 3.92522
F 7.01642 -3.16285 3.96755
F 6.16513 -1.21260 4.42913
F 5.07383 -3.07603 6.06497
F 3.69032 -2.23602 4.60645
O 4.73735 -5.60619 5.04521
C 5.91146 -6.24540 4.70712
C 6.95402 -6.16452 5.82691
F 7.23508 -4.88703 6.14089
F 8.09742 -6.75534 5.41071
F 6.39587 -5.81111 3.52972
F 5.61170 -7.55277 4.54658
H 3.19589 -4.45575 4.57250
H 4.31739 -4.61180 3.25867
H 5.57036 -2.32129 2.88408
H 6.58736 -6.67347 6.72060
C 1.02556 -1.75194 -5.61345
C 1.86496 -1.62357 -6.89923
C 3.34595 -1.25587 -6.76063
F 3.52351 -0.04973 -6.19207
F 3.90132 -1.20951 -7.99459
F 1.24986 -0.78033 -7.75423
F 1.84878 -2.85647 -7.48118
O 0.20028 -0.66038 -5.21468
C 0.67926 0.38506 -4.45454
C 0.61468 1.72239 -5.20510
F 1.31721 1.65190 -6.35433
F 1.16245 2.70336 -4.44775
F 1.90876 0.12002 -3.97308
F -0.14366 0.47926 -3.38214
H 0.30604 -2.53806 -5.83592
H 1.62028 -2.12759 -4.78053
H 3.87505 -2.01131 -6.17258
H -0.41193 1.97976 -5.43928
C -6.65556 0.55773 -4.39107
C -8.04339 0.02992 -4.80333
C -8.87773 0.87339 -5.77241
F -9.17782 2.08413 -5.26760
F -10.04491 0.23301 -6.01541
F -8.75937 -0.25828 -3.69706
F -7.81896 -1.15023 -5.44770
O -6.51828 1.22660 -3.14099
C -6.75650 2.57540 -2.99377
C -7.92721 2.86770 -2.05123
F -9.05690 2.28361 -2.48600
F -8.13238 4.20477 -2.00939
F -6.88782 3.17875 -4.19039
F -5.64929 3.10180 -2.41641
H -6.05126 -0.33839 -4.26074
H -6.18108 1.11561 -5.19794
H -8.35042 1.00092 -6.72217
H -7.70187 2.50139 -1.04747
*
```

The calculation puts the electronic energy at -163420.311 eV. The SMILES is FC(F)C(F)(F)COC(F)(F)C(F)F.FC(F)C(F)(F)COC(F)(F)C(F)F.FC(F)C(F)(F)COC(F)(F)C(F)F.FC(F)C(F)(F)COC(F)(F)C(F)F.FC(F)C(F)(F)COC(F)(F)C(F)F.CC(=O)OCC[C@](F)(C#N)CC#N. The calculation puts the HOMO energy at -11.093 eV. The HOMO-LUMO gap is 0.4075 Ha.

ORCA calculation (ωB97M-V/def2-TZVPD) on a cluster of 2 separate species, C4H12OS in total at a distorted geometry.

ORCA input file:
```
! wB97M-V def2-TZVPD RIJCOSX def2/J DEFGRID3
* xyz 0 1
C -1.15740 -1.69297 0.80642
S 0.58438 -2.17379 0.78280
C 1.12425 -1.77092 -0.91401
H -1.82618 -2.55167 0.66844
H -1.31769 -0.95357 0.03258
H -1.46607 -1.44230 1.82253
H 1.74274 -0.88753 -0.81779
H 1.60674 -2.60122 -1.36282
H 0.26470 -1.61683 -1.56630
C 0.41149 1.93401 0.63594
O -0.73942 1.71255 1.47066
C 0.16652 1.58807 -0.81429
H 0.68061 2.99163 0.73497
H 1.15625 1.35630 1.10553
H -1.52380 1.69713 0.90299
H -0.76139 2.02257 -1.19116
H 1.02558 1.87812 -1.40081
H 0.02871 0.51044 -0.89566
*
```

The value obtained for the energy relative to the best compared isomer or geometry (same formula, charge and spin) is 25.7 kcal per mole. The calculation puts the electronic energy at -17224.429 eV. The SMILES is CCO.CSC. The calculation puts the HOMO energy at -8.401 eV. The HOMO-LUMO gap is 0.3425 Ha.

ORCA calculation (ωB97M-V/def2-TZVPD) on a cluster of 2 separate species, C18H32BrClF3N2O9P in total at a distorted geometry.

ORCA input file:
```
! wB97M-V def2-TZVPD RIJCOSX def2/J DEFGRID3
* xyz 0 1
C 4.59983 2.57407 -3.31575
C 3.94981 1.54964 -2.37483
C 4.84858 1.44304 -1.15172
C 3.82884 0.19210 -3.05872
C 3.21048 0.27536 -4.46525
C 3.15166 -0.87657 -2.22398
O 1.78429 -0.59437 -1.94906
C 1.40370 -0.54008 -0.62780
O 2.00109 0.64430 0.00778
N 1.31872 1.82415 -0.31605
O 1.62474 2.66501 0.43023
O 0.04201 -0.42428 -0.63945
P -0.68884 -0.85184 0.88351
C -1.65496 -2.32553 0.16010
O -3.10213 -2.13082 0.08141
C -3.84876 -2.67828 1.03218
F -4.25048 -3.94190 0.73554
F -4.99565 -1.93872 1.16585
F -3.28309 -2.72988 2.25604
C -2.15021 0.37370 0.64716
C -2.43340 0.77404 -0.75264
O -2.66957 0.08310 -1.70618
Br -2.47333 2.78820 -1.01259
O 0.65954 -1.94610 1.15503
C 1.72491 -1.77979 0.23136
C 2.99548 -1.65772 1.07689
C 1.66597 -3.01087 -0.68398
C 1.44532 -4.27736 0.07909
O 1.99650 -4.61300 1.09432
Cl 0.27347 -5.40081 -0.71562
H 4.56209 3.53653 -2.82274
H 4.04406 2.68404 -4.23562
H 5.62493 2.27893 -3.50332
H 2.97706 1.94228 -2.10668
H 5.69038 0.79287 -1.36218
H 4.33273 1.02560 -0.29492
H 5.22018 2.41260 -0.84799
H 4.85579 -0.14723 -3.17724
H 2.56750 1.13358 -4.58271
H 3.99200 0.26912 -5.21085
H 2.62849 -0.62123 -4.64245
H 3.16438 -1.78470 -2.82015
H 3.74029 -1.07612 -1.33682
H -1.19033 -1.19786 2.20151
H 0.03220 0.20567 1.53683
H -1.33818 -2.48304 -0.86274
H -1.41175 -3.23232 0.68759
H -3.05391 0.02630 1.12241
H -1.85848 1.27170 1.17053
H 3.72442 -0.96754 0.66942
H 2.68092 -1.25171 2.02365
H 3.43929 -2.62705 1.24627
H 0.91382 -2.85036 -1.43924
H 2.60920 -3.14320 -1.21306
C -5.21637 2.27137 1.59733
C -4.69512 1.72175 2.87976
O -3.64178 1.24446 3.11318
N -5.62037 1.80093 4.09133
C -5.48447 3.11876 4.80642
H -4.72184 1.76824 0.76976
H -6.29533 2.12098 1.51779
H -4.99702 3.33931 1.54481
H -6.59170 1.64805 3.81655
H -5.29009 1.05142 4.70431
H -6.21449 3.14653 5.60960
H -5.67532 3.92118 4.10046
H -4.47774 3.18137 5.20628
*
```

The calculation puts the electronic energy at -140593.506 eV. The calculation puts the HOMO energy at -7.508 eV. The HOMO-LUMO gap is 0.2140 Ha.

ORCA calculation (ωB97M-V/def2-TZVPD) on a structure of composition C20H35N2O2P2Pb at a distorted geometry.

ORCA input file:
```
! wB97M-V def2-TZVPD RIJCOSX def2/J DEFGRID3
* xyz 1 1
Pb -0.26674 -0.65649 0.31418
P -2.76677 -0.18691 -0.81595
C -2.48814 0.30243 -2.55298
C -1.12363 0.82603 -2.92576
N -0.05687 0.59700 -2.12255
C 1.14976 1.03527 -2.52925
C 1.32948 1.76491 -3.68982
C 0.20749 2.05857 -4.46674
C -1.02249 1.56994 -4.08205
C 2.35185 0.75656 -1.66530
P 2.26259 -0.71407 -0.61013
H -1.90318 1.64777 -4.72084
H 2.32264 2.14503 -3.92744
H 0.32331 2.58182 -5.38888
H 3.26278 0.63236 -2.25746
H 2.56365 1.59389 -0.98772
H -2.69209 -0.60444 -3.14451
H -3.29602 0.99925 -2.82298
H -1.73285 -2.48861 -3.10879
O -2.16599 -3.20825 -3.60530
H -1.98036 -2.80139 -4.48824
H -0.63483 -4.05150 -0.35173
O -0.18412 -3.37847 -0.90281
H -0.29356 -3.83108 -1.80387
C 2.63992 -2.09038 -1.73251
H 3.57625 -1.85573 -2.25856
H 2.75834 -3.02254 -1.15863
H 1.84279 -2.23214 -2.47374
C 3.64082 -0.62497 0.56268
H 3.59262 -1.49049 1.24866
H 4.58799 -0.62962 -0.00381
H 3.54660 0.30100 1.15631
C -3.55668 1.32944 -0.18006
H -4.59451 1.37166 -0.53422
H -3.54705 1.38107 0.91347
H -3.01557 2.20880 -0.54551
C -4.10498 -1.42817 -0.83527
H -4.29380 -1.78710 0.19149
H -5.01653 -0.96913 -1.24409
H -3.79145 -2.27458 -1.46522
C 1.63954 -2.18210 3.85203
N 1.35527 -0.81433 3.42710
C 2.31245 0.13678 3.97026
C -0.04529 -0.39566 3.65947
C -0.30356 0.95867 3.01926
C -0.54445 2.09858 3.80474
C -0.61925 3.34972 3.13502
C -0.49619 3.50844 1.72257
C -0.30704 2.34420 0.94713
C -0.23046 1.17234 1.65230
H 2.70201 -2.39254 3.65755
H 1.01548 -2.87360 3.26682
H 1.43330 -2.34242 4.92935
H 2.25101 1.09980 3.44938
H 2.17562 0.32595 5.05263
H 3.32075 -0.26282 3.82502
H -0.67172 -1.20081 3.23335
H -0.26952 -0.33045 4.74646
H -0.62034 1.98284 4.88746
H -0.76063 4.23654 3.72456
H -0.53325 4.46337 1.21196
H -0.23439 2.34079 -0.15851
*
```

The value obtained for the energy relative to the best compared isomer or geometry (same formula, charge and spin) is 0.0 kcal per mole. The calculation puts the electronic energy at -52202.144 eV. The calculation puts the HOMO energy at -9.296 eV. The HOMO-LUMO gap is 0.2513 Ha.